1.
C5H7N3 in the gas phase, computed with ωB97M-V/def2-TZVPD.

```
15
Properties=species:S:1:pos:R:3:forces:R:3
H -0.705 -0.328 3.327 0.3 0.8 0.1
N -0.091 0.379 2.880 -0.4 -0.7 -0.7
C -0.238 0.239 1.611 1.6 0.1 0.4
N 0.645 0.838 0.690 -1.3 -0.3 0.2
C 0.505 0.460 -0.523 0.1 -0.2 -3.5
C 1.517 1.057 -1.547 1.9 2.0 3.4
C -0.511 -0.594 -1.164 2.0 2.1 0.1
C -1.310 -1.071 -0.209 -1.5 -0.9 -1.9
N -1.167 -0.607 1.043 -2.8 -3.9 4.1
H 1.307 0.845 -2.544 -0.8 0.3 -1.7
H 2.424 0.468 -1.367 0.1 -0.1 0.1
H 1.974 2.215 -1.295 -2.0 -3.3 -0.8
H -0.555 -0.782 -2.287 0.1 0.3 2.0
H -2.211 -1.770 -0.400 1.8 1.1 0.4
H -1.585 -1.348 1.787 1.1 2.8 -2.2
```
Positions in Å, forces in eV/Å.

The calculation puts the calculated total energy at -358.9202 Eh. The highest occupied orbital energy comes out at -8.524 eV. As for the SMILES: [H]/N=c1/nc(C)cc[nH]1. For the max |F|, the calculation gives 6.27 eV/A. The calculation puts the relative energy (zero: lowest compared OMol25 entry of this formula, charge and spin) at 2.671 eV. For the gap between HOMO and LUMO, the calculation gives 8.997 eV. The calculation puts the LUMO energy at 0.47 eV.

2.
A molecular structure, C11H11FeO3P, computed with ωB97M-V/def2-TZVPD.

```
27
Properties=species:S:1:pos:R:3:forces:R:3
O 0.011 1.746 -2.825 -0.3 -2.4 3.4
C -0.091 1.221 -1.800 0.3 4.9 -6.6
Fe -0.271 0.635 -0.133 -0.2 1.6 0.3
C 1.116 -0.385 -0.273 6.6 -4.7 -1.2
C -1.593 -0.484 -0.370 -6.7 -5.8 -2.4
O 2.032 -1.013 -0.610 -2.9 2.0 1.3
O -2.424 -1.230 -0.711 3.2 3.0 1.6
C -1.902 1.342 2.964 0.0 -0.3 0.4
P -0.473 0.845 1.955 -0.2 1.6 2.9
C 0.267 2.507 1.686 0.5 0.2 0.3
C 0.525 0.033 3.244 1.1 1.7 -0.3
C -0.034 -1.120 3.825 -0.1 -1.6 1.2
C 0.585 -1.739 4.909 -0.2 -0.2 0.0
C 1.773 -1.221 5.426 -1.3 -1.4 0.3
C 2.329 -0.068 4.859 0.4 1.6 -1.2
C 1.708 0.558 3.768 0.3 0.0 -0.2
H -2.583 1.996 2.406 0.1 -0.3 0.1
H -1.472 1.893 3.809 -0.3 0.0 -0.1
H -2.416 0.457 3.354 -0.2 0.3 -0.1
H 0.335 2.957 2.683 0.1 0.3 -0.2
H 1.264 2.462 1.221 -0.3 0.1 0.2
H -0.393 3.134 1.063 0.2 -0.2 0.3
H -0.964 -1.523 3.427 0.2 -0.1 0.1
H 0.138 -2.628 5.347 0.1 0.2 -0.1
H 2.253 -1.702 6.272 0.0 0.0 -0.1
H 3.248 0.344 5.272 -0.2 0.0 -0.1
H 2.169 1.455 3.349 -0.2 -0.3 0.1
```
Positions in Å, forces in eV/Å.

As for the net charge: +2. The calculation puts the calculated total energy at -2255.7659 Eh. Its expectation value of S² is 6.05. The highest occupied orbital energy (alpha / beta) comes out at -15.555 / -17.742 eV. The spin multiplicity is 5. For the max |F|, the calculation gives 9.24 eV/A. For the gap between HOMO and LUMO (alpha / beta), the calculation gives 7.765 / 5.711 eV. The calculation puts the LUMO energy (alpha / beta) at -7.79 / -12.03 eV.

- Which of these has the lowest calculated total energy?
  C11H11FeO3P